(1)
{
  "formula": "C22H30N4O3",
  "method": "ωB97M-V/def2-TZVPD",
  "symbols": ["C", "C", "N", "C", "C", "C", "C", "N", "C", "O", "C", "C", "N", "C", "C", "O", "C", "C", "O", "C", "C", "C", "C", "C", "C", "C", "C", "N", "C", "H", "H", "H", "H", "H", "H", "H", "H", "H", "H", "H", "H", "H", "H", "H", "H", "H", "H", "H", "H", "H", "H", "H", "H", "H", "H", "H", "H", "H", "H"],
  "coordinates": [[-3.32463, -1.47407, -2.71284], [-2.88720, -0.61811, -1.52445], [-4.03385, -0.21936, -0.72454], [-4.39962, -1.23091, 0.25693], [-5.78844, -1.00134, 0.84099], [-4.00979, 1.13807, -0.23325], [-3.09472, 1.44265, 0.97554], [-1.70347, 1.18197, 0.70548], [-1.04877, 0.12197, 1.23223], [-1.55373, -0.63761, 2.03904], [0.31343, -0.09264, 0.67387], [0.68996, -1.38399, 0.46320], [1.83750, -1.74315, -0.16455], [2.17218, -3.14846, -0.25724], [2.67117, -3.68946, 1.09742], [3.75449, -2.98701, 1.63719], [4.97433, -3.14510, 0.94425], [2.74812, -0.82865, -0.67856], [3.73459, -1.21228, -1.30392], [2.39704, 0.53619, -0.39964], [1.23150, 0.91939, 0.27676], [1.30569, 2.33884, 0.43519], [0.53047, 3.30025, 1.08803], [0.93463, 4.61525, 1.05188], [2.10061, 5.00099, 0.38422], [2.90450, 4.07435, -0.23986], [2.50961, 2.73982, -0.20154], [3.14729, 1.64228, -0.70104], [4.41076, 1.66682, -1.38521], [-2.46842, -1.69706, -3.34496], [-3.76170, -2.41153, -2.38130], [-4.06699, -0.93804, -3.29759], [-2.14394, -1.17234, -0.92993], [-2.39866, 0.27886, -1.91356], [-3.65813, -1.30618, 1.06841], [-4.40484, -2.18751, -0.27037], [-5.80278, -0.15604, 1.52384], [-6.09838, -1.88512, 1.39299], [-6.50240, -0.82044, 0.04125], [-5.02884, 1.41121, 0.05292], [-3.71968, 1.78483, -1.06703], [-3.36851, 0.81893, 1.82793], [-3.22246, 2.49559, 1.24891], [-1.26224, 1.70912, -0.03131], [0.04546, -2.19035, 0.77998], [1.29403, -3.71998, -0.56618], [2.95360, -3.24072, -1.01511], [2.92012, -4.75489, 0.96896], [1.87639, -3.59514, 1.84294], [5.73964, -2.70666, 1.58160], [4.96652, -2.62341, -0.01759], [5.19849, -4.20622, 0.78278], [-0.35469, 3.01663, 1.63522], [0.34568, 5.36782, 1.55458], [2.38076, 6.04376, 0.37359], [3.81699, 4.37007, -0.73409], [4.33760, 2.27101, -2.29243], [4.68056, 0.64692, -1.65074], [5.18319, 2.09009, -0.73922]],
  "forces_ev_per_a": [[0.18, 0.16, 0.21], [-0.10, -0.18, -0.33], [0.11, 0.03, 0.03], [-0.19, -0.04, 0.05], [0.27, -0.10, -0.10], [0.11, 0.09, 0.29], [-0.39, -0.06, -0.14], [-0.06, 0.17, -0.07], [0.16, 0.03, -0.21], [-0.07, -0.23, 0.18], [0.25, -0.62, 0.10], [-0.60, 0.50, 0.28], [0.07, 0.30, -0.08], [0.48, -0.49, 0.23], [-0.18, -0.01, -0.18], [-0.11, 0.15, 0.05], [0.12, 0.02, -0.12], [0.03, -0.15, -0.14], [0.12, 0.09, -0.05], [-0.72, 0.17, 0.35], [0.56, -0.44, -0.38], [0.33, 0.21, -0.20], [0.03, 0.13, 0.06], [-0.19, 0.04, 0.10], [0.12, -0.04, -0.07], [0.13, 0.10, -0.06], [-0.46, -0.01, 0.21], [-0.06, -0.07, 0.05], [0.47, 0.04, -0.24], [0.08, -0.11, -0.11], [-0.06, -0.14, 0.00], [-0.07, 0.04, -0.08], [0.02, 0.10, -0.03], [0.03, -0.03, 0.08], [-0.03, -0.04, -0.10], [0.04, -0.01, 0.06], [-0.06, 0.10, 0.10], [-0.07, -0.04, 0.10], [-0.12, 0.03, -0.06], [0.04, 0.15, -0.01], [-0.08, 0.03, 0.03], [-0.01, 0.13, -0.02], [-0.04, -0.06, 0.06], [0.08, -0.10, 0.03], [-0.03, -0.06, 0.02], [0.04, 0.06, -0.02], [-0.22, -0.04, 0.08], [-0.07, 0.08, 0.03], [0.00, -0.11, -0.09], [0.06, -0.05, -0.05], [0.01, -0.07, 0.07], [0.02, -0.02, 0.04], [-0.06, 0.01, 0.02], [-0.05, 0.05, 0.05], [0.04, 0.08, -0.01], [0.09, 0.04, -0.05], [0.02, 0.00, 0.02], [-0.01, 0.17, 0.02], [0.00, 0.01, -0.02]],
  "homo_ev": -7.722,
  "charge": 0,
  "orbital_gap_ev": 8.1,
  "smiles": "CCN(CC)CCNC(=O)c1cn(CCOC)c(=O)c2c1c1ccccc1n2C",
  "max_force_ev_per_a": 0.83
}


(2)
{
  "formula": "C22H30NbO2Si",
  "method": "ωB97M-V/def2-TZVPD",
  "symbols": ["C", "C", "C", "H", "C", "C", "H", "H", "H", "H", "Nb", "C", "H", "H", "H", "Si", "C", "C", "H", "C", "H", "C", "H", "C", "H", "C", "H", "C", "C", "H", "C", "H", "C", "H", "C", "H", "C", "H", "H", "H", "C", "O", "C", "C", "O", "C", "H", "H", "H", "H", "H", "H", "H", "H", "H", "H"],
  "coordinates": [[0.42652, 2.09594, 2.01855], [-0.66785, 2.42436, 1.13926], [-1.88777, 1.95518, 1.75653], [-0.59209, 3.01706, 0.22365], [-1.54450, 1.36106, 3.01436], [-0.11255, 1.43493, 3.17546], [0.44358, 1.16429, 4.07011], [1.45767, 2.38858, 1.86673], [-2.89140, 2.13747, 1.37887], [-2.24854, 1.07104, 3.78812], [-0.51784, 0.21890, 1.41451], [-0.76618, -2.00205, -1.21906], [-1.45989, -2.16066, -0.39196], [0.04904, -2.73226, -1.09864], [-1.26299, -2.20202, -2.18855], [-0.10533, -0.17198, -1.37066], [1.60227, -0.52103, -2.12218], [2.47454, 0.56454, -2.29182], [2.12013, 1.57097, -2.07177], [3.78987, 0.36635, -2.73363], [4.45338, 1.22415, -2.87137], [4.26531, -0.92687, -2.97847], [5.30517, -1.09588, -3.27529], [3.40404, -2.02504, -2.80669], [3.75454, -3.04601, -2.97548], [2.08315, -1.81187, -2.39808], [1.43799, -2.68024, -2.31331], [-1.25514, 0.86082, -2.43767], [-0.84520, 1.54272, -3.59015], [0.07354, 1.24311, -4.09590], [-1.59967, 2.62647, -4.06260], [-1.24967, 3.18722, -4.92937], [-2.76809, 3.01971, -3.39951], [-3.29519, 3.92135, -3.69985], [-3.24807, 2.26757, -2.32535], [-4.15713, 2.55803, -1.78912], [-2.53265, 1.14487, -1.91177], [-2.94483, 0.51857, -1.11504], [-1.46782, -0.11821, -0.01958], [0.43357, 0.87253, -0.37390], [2.49501, -0.50006, 1.84467], [1.16289, -0.90249, 2.26255], [1.02245, -2.21589, 2.87772], [-0.39721, -2.36284, 3.38801], [-1.24148, -1.38983, 2.72410], [-2.59666, -1.46109, 3.21702], [3.15192, -1.38229, 1.83866], [2.87505, 0.26718, 2.54882], [2.44909, -0.07696, 0.82419], [1.23460, -2.97714, 2.11511], [1.73187, -2.28436, 3.71018], [-0.80743, -3.35917, 3.16838], [-0.43742, -2.16398, 4.47024], [-2.92527, -2.51177, 3.17298], [-2.63245, -1.10597, 4.26341], [-3.23885, -0.83704, 2.58457]],
  "forces_ev_per_a": [[-1.04, 1.55, 0.97], [-0.52, 1.34, 1.08], [0.41, 1.43, -0.15], [-0.08, -0.47, 0.12], [0.69, 1.74, 0.29], [-0.50, 2.75, 0.66], [-0.05, -0.31, -0.32], [0.08, -0.25, -0.14], [0.22, -0.22, -0.10], [0.15, -0.38, -0.28], [1.71, -7.96, -1.87], [0.26, -0.18, 1.26], [-0.36, -0.32, -0.27], [-0.28, 0.46, 0.06], [0.07, 0.48, 0.41], [0.02, -1.96, -4.88], [0.00, 0.51, 0.67], [0.53, -0.14, -0.10], [0.17, -0.01, -0.13], [-0.08, 0.10, 0.03], [-0.25, -0.30, 0.04], [-0.32, -0.23, 0.21], [-0.44, 0.15, 0.05], [-0.12, 0.45, 0.02], [-0.11, 0.39, -0.06], [0.32, -0.22, 0.01], [0.20, 0.12, -0.06], [-0.25, -0.23, 0.70], [0.15, 0.44, 0.13], [-0.13, 0.27, 0.15], [-0.06, -0.23, 0.02], [-0.14, -0.20, 0.19], [0.36, -0.01, 0.06], [0.09, -0.18, -0.06], [-0.08, -0.40, 0.03], [0.19, -0.18, -0.45], [0.16, 0.69, 0.36], [0.02, 0.27, -0.10], [-0.72, 1.13, 0.65], [-0.24, -0.06, 2.25], [1.11, 0.36, 0.01], [-0.83, 0.32, -0.64], [0.34, -0.55, -0.34], [0.14, -0.12, 0.66], [0.26, 0.52, -0.98], [-1.04, -0.25, 0.57], [-0.21, 0.36, -0.03], [-0.17, -0.57, -0.28], [-0.03, -0.31, 0.32], [0.17, 0.28, 0.17], [-0.05, -0.04, -0.27], [0.21, 0.27, 0.16], [-0.20, -0.06, -0.34], [0.04, 0.45, -0.06], [0.07, -0.22, -0.45], [0.16, -0.26, 0.08]],
  "homo_ev": [-17.113, -17.113],
  "charge": 3,
  "orbital_gap_ev": [3.5, 3.5],
  "max_force_ev_per_a": 8.35
}


(3)
{
  "formula": "C22H30O2SiW",
  "method": "ωB97M-V/def2-TZVPD",
  "symbols": ["C", "C", "C", "H", "C", "C", "H", "H", "H", "H", "W", "C", "H", "H", "H", "Si", "C", "C", "H", "C", "H", "C", "H", "C", "H", "C", "H", "C", "C", "H", "C", "H", "C", "H", "C", "H", "C", "H", "H", "H", "C", "O", "C", "C", "O", "C", "H", "H", "H", "H", "H", "H", "H", "H", "H", "H"],
  "coordinates": [[1.97610, -0.30287, -0.58262], [3.06433, -0.00867, -1.48434], [3.80314, 1.06670, -0.91899], [3.42372, -0.66037, -2.28592], [3.13533, 1.53573, 0.24254], [2.02281, 0.66402, 0.49743], [1.44492, 0.57865, 1.40923], [1.38846, -1.21037, -0.57726], [4.73370, 1.48414, -1.29667], [3.47947, 2.31226, 0.92997], [1.17733, 1.62229, -1.49264], [-1.61561, 1.34838, -2.04548], [-1.80098, 1.97330, -1.15447], [-1.52437, 0.27519, -1.76717], [-2.58085, 1.43455, -2.61200], [-1.96229, -0.76488, 1.61463], [-2.12320, -1.86124, 0.07875], [-1.11049, -2.62292, -0.56931], [-0.04964, -2.35929, -0.46356], [-1.49895, -3.78602, -1.24154], [-0.70716, -4.48127, -1.52242], [-2.85581, -4.07953, -1.44390], [-3.13221, -5.00104, -1.94700], [-3.85284, -3.21430, -0.99427], [-4.90159, -3.45147, -1.15944], [-3.49222, -2.10280, -0.22438], [-4.29293, -1.50054, 0.23507], [-0.44572, 1.83757, -2.81675], [0.43843, 0.88113, -3.38746], [0.10855, -0.16763, -3.47154], [1.69997, 1.35262, -3.85969], [2.34790, 0.56665, -4.27861], [1.87313, 2.75045, -4.05612], [2.59886, 3.10677, -4.79444], [1.15224, 3.64095, -3.25509], [1.40279, 4.69559, -3.13066], [0.00052, 3.17774, -2.57514], [-0.59886, 3.84985, -1.94144], [2.28183, 2.93089, -1.30455], [-3.18983, -0.77895, 2.20363], [0.63966, 1.87888, 3.53425], [-0.18288, 0.74608, 3.24669], [-0.84692, 0.20972, 4.40324], [-1.16228, -1.27121, 4.20553], [-0.95471, -1.77675, 2.77274], [0.44907, -2.13694, 2.41982], [1.18894, 2.08205, 2.61278], [1.36277, 1.65884, 4.33786], [0.06550, 2.77822, 3.81427], [-0.20966, 0.29024, 5.29650], [-1.76295, 0.79964, 4.58459], [-0.54107, -1.91367, 4.85002], [-2.23728, -1.41544, 4.37025], [0.46343, -2.76703, 1.51453], [0.99732, -1.20493, 2.22887], [0.91311, -2.68898, 3.25165]],
  "forces_ev_per_a": [[0.15, -0.17, 0.50], [-0.06, -0.11, 1.18], [-0.86, 0.11, -0.32], [-0.45, 0.50, 0.12], [-0.81, -0.65, 0.80], [0.34, -0.24, -0.79], [-0.01, 0.29, -0.31], [0.17, 0.21, -0.11], [-0.35, 0.00, -0.13], [-0.17, -0.19, -0.51], [6.59, 0.47, 0.13], [-2.28, -0.47, -0.16], [0.27, -0.34, -0.10], [-0.04, 0.69, -0.07], [0.74, -0.08, 0.22], [2.84, -0.53, -2.63], [-0.26, 0.22, -0.02], [-0.97, -0.08, 0.58], [-0.66, -0.37, 0.03], [0.27, 0.40, 0.16], [-0.38, 0.14, -0.34], [0.21, 0.10, 0.08], [0.05, 0.13, 0.04], [0.40, 0.12, 0.11], [0.23, 0.12, -0.05], [0.34, -0.42, 0.33], [0.49, -0.29, -0.23], [-0.69, -0.72, 0.63], [-0.29, -0.01, -1.04], [0.46, 0.61, 0.02], [-1.58, -0.78, -0.71], [-0.04, 0.87, 0.17], [0.87, 0.00, 0.07], [0.17, -0.11, 0.77], [-0.66, -0.28, -0.02], [0.15, -0.32, -0.33], [-0.80, 1.15, 0.73], [0.27, -0.25, -0.81], [-0.87, -0.09, -0.22], [-2.34, 0.00, 1.55], [0.21, 0.36, 0.13], [-0.01, -0.47, 0.74], [0.42, 0.93, -0.28], [-0.13, -0.64, -0.52], [0.17, 0.54, 0.85], [0.32, 0.23, -0.08], [-0.11, 0.18, 0.24], [-0.27, -0.03, -0.24], [0.01, -0.43, -0.11], [-0.10, 0.12, -0.24], [0.26, -0.32, -0.01], [-0.43, 0.13, -0.47], [0.43, -0.43, 0.06], [-0.48, 0.27, 0.62], [-0.22, -0.39, 0.21], [-0.50, 0.26, -0.22]],
  "homo_ev": [-13.044, -12.830],
  "charge": 2,
  "orbital_gap_ev": [6.8, 5.8],
  "spin_multiplicity": 3,
  "max_force_ev_per_a": 6.61
}